{"formula": "C6H14N2O", "method": "ωB97M-V/def2-TZVPD", "lumo_ev": 0.80, "e_above_lowest_kcal_mol": 56.7, "symbols": ["O", "N", "N", "C", "C", "C", "C", "C", "C", "H", "H", "H", "H", "H", "H", "H", "H", "H", "H", "H", "H", "H", "H"], "coordinates": [[-1.73812, -1.51908, 1.38175], [0.82735, 0.86625, 2.19198], [-0.25679, -0.60544, -0.60147], [0.75061, 1.81353, -0.52645], [-0.64024, -1.01191, 1.26111], [-0.37399, 0.55940, 1.44320], [1.01125, -1.10111, -1.10129], [-0.33021, 0.87511, -0.03616], [-1.36273, -0.92876, -1.48043], [0.56529, 2.80540, -0.11813], [1.80715, -0.84266, -0.40615], [1.59113, 0.25866, 1.91175], [0.73946, 1.88576, -1.61217], [-1.22582, 1.02814, 1.93805], [-1.30805, 1.23218, -0.36238], [0.96683, -2.18907, -1.18644], [-1.30247, -1.97675, -1.77288], [1.25505, -0.68784, -2.08676], [-2.29528, -0.78306, -0.93306], [0.29002, -1.57488, 1.48838], [1.73458, 1.49547, -0.19305], [-1.37170, -0.30261, -2.37923], [0.66668, 0.70326, 3.17981]], "nbo_charge": [-0.67, -0.83, -0.39, -0.63, 0.43, -0.16, -0.41, -0.02, -0.42, 0.24, 0.20, 0.35, 0.21, 0.21, 0.21, 0.21, 0.21, 0.19, 0.23, 0.08, 0.21, 0.18, 0.37]}

{"formula": "C41H31BrFeIN4P2SeTe", "method": "ωB97M-V/def2-TZVPD", "total_charge": 1, "lumo_ev": -4.30, "e_above_lowest_kcal_mol": 6.5, "symbols": ["I", "Te", "Br", "Se", "Fe", "P", "P", "N", "N", "N", "N", "C", "C", "C", "C", "C", "C", "C", "C", "C", "C", "C", "C", "C", "C", "C", "C", "C", "C", "C", "C", "C", "C", "C", "C", "C", "C", "C", "C", "C", "C", "C", "C", "C", "C", "C", "C", "C", "C", "C", "C", "C", "H", "H", "H", "H", "H", "H", "H", "H", "H", "H", "H", "H", "H", "H", "H", "H", "H", "H", "H", "H", "H", "H", "H", "H", "H", "H", "H", "H", "H", "H", "H"], "coordinates": [[-2.27816, 1.52855, -2.24409], [1.43593, -2.43215, 0.15133], [-0.46768, 4.50689, -1.84283], [2.10899, 0.89158, -3.73771], [-0.51038, -0.04330, -1.14513], [-1.50767, -0.85402, 0.63282], [0.64772, 0.92235, 0.41101], [-0.71169, -1.45684, -2.77869], [0.93434, 0.10438, -2.66048], [3.59665, -3.35577, 4.46261], [1.66036, -0.08514, -5.13526], [0.68864, -0.90078, -4.75622], [4.73666, 0.76642, 0.62239], [-1.22273, 3.75839, 2.63920], [-1.76380, 0.03481, 3.28940], [0.66721, 3.00749, 3.93002], [-1.35545, -2.29074, -3.54063], [0.13119, 4.30945, -4.59270], [-1.03424, -2.52746, -4.92260], [0.27347, -0.79857, 0.70051], [-2.23556, -4.70741, 1.74200], [1.02063, 2.13512, 2.91243], [2.34875, -2.84787, 2.01007], [0.10800, 3.74599, -5.85841], [2.58930, -2.48984, 4.36028], [-1.26463, 2.52792, -3.77655], [-2.33152, -0.03403, 2.02020], [2.41359, 1.18426, 0.14131], [-3.58701, 0.52658, 1.79737], [3.39473, 0.48438, 0.83885], [-3.07626, -5.15434, 0.72863], [-3.44851, -4.30066, -0.29815], [1.93639, -2.20480, 3.16880], [0.24363, 2.06166, 1.75665], [-2.96513, -2.99871, -0.31987], [-3.69115, 1.22509, 4.09208], [4.13518, 2.47040, -0.96293], [3.98100, -3.96981, 3.34459], [-0.55361, 3.70077, -3.54833], [-1.76070, -3.40690, 1.72583], [-2.11436, -2.54980, 0.68405], [3.39956, -3.75087, 2.10267], [5.10819, 1.75166, -0.28222], [0.30040, -0.78083, -3.39591], [-2.44019, 0.66730, 4.32084], [-1.29189, 1.97111, -5.05055], [-0.03063, -1.85359, -5.54318], [-0.45534, 3.81652, 3.79333], [-0.87250, 2.88294, 1.62031], [-4.26757, 1.15247, 2.83129], [-0.60461, 2.57812, -6.09018], [2.79277, 2.18792, -0.75052], [3.77632, -4.27863, 1.23398], [-1.10642, -3.06121, 2.51725], [-3.26399, -2.31367, -1.10298], [-0.63227, 2.14064, -7.07967], [0.64398, 4.22759, -6.66537], [-4.03664, 0.47478, 0.81115], [1.26910, 3.06224, 4.82841], [5.49305, 0.21451, 1.16588], [-1.47100, 2.82755, 0.71702], [-0.72728, 4.49937, 4.58865], [-1.62113, -3.26155, -5.45730], [3.11886, -0.27955, 1.55230], [-0.78030, -0.38032, 3.46234], [-2.09440, 4.39152, 2.53271], [-3.44793, -6.17063, 0.74665], [-1.95259, -5.37544, 2.54512], [4.42099, 3.25686, -1.65068], [-4.21737, 1.71931, 4.89862], [-2.17012, -2.84563, -3.08644], [1.90015, 1.51178, 3.01772], [6.15584, 1.96871, -0.44670], [2.02867, 2.77226, -1.25929], [1.12806, -1.48357, 3.14734], [-1.98897, 0.72975, 5.30269], [2.28481, -1.99801, 5.27901], [-4.12059, -4.64651, -1.07342], [-5.24377, 1.58578, 2.65401], [-1.85827, 1.06485, -5.22724], [4.80338, -4.67087, 3.44155], [0.67861, 5.22372, -4.40735], [0.22091, -2.01192, -6.58370]], "lowdin_charge": [1.21, 1.31, 0.78, 1.25, -0.31, 0.86, 0.89, 0.07, -0.24, 0.06, -0.19, -0.37, -0.05, -0.07, -0.09, -0.07, -0.06, -0.13, -0.01, -0.94, -0.06, -0.08, -0.56, -0.07, -0.14, -0.69, -0.35, -0.36, -0.10, -0.10, -0.07, -0.07, -0.14, -0.35, -0.11, -0.07, -0.09, -0.14, -0.74, -0.09, -0.37, -0.13, -0.06, -0.49, -0.06, -0.16, 0.03, -0.07, -0.12, -0.07, -0.07, -0.15, 0.10, 0.10, 0.09, 0.12, 0.12, 0.10, 0.11, 0.11, 0.06, 0.11, 0.12, 0.07, 0.09, 0.11, 0.11, 0.11, 0.11, 0.11, 0.11, 0.11, 0.11, 0.07, 0.06, 0.11, 0.11, 0.11, 0.11, 0.10, 0.11, 0.11, 0.13]}

{"formula": "C5H7FO", "method": "ωB97M-V/def2-TZVPD", "lumo_ev": 1.00, "e_above_lowest_kcal_mol": 76.0, "symbols": ["F", "O", "C", "C", "C", "C", "C", "H", "H", "H", "H", "H", "H", "H"], "coordinates": [[0.86628, 1.10333, -0.61051], [-1.41449, 0.16851, -0.22182], [-0.59733, 0.01700, 0.89242], [0.63836, -1.15836, -0.59437], [0.52106, 0.72658, 1.61297], [-0.82822, -0.80916, -1.13939], [0.79421, 0.04441, 0.30399], [0.73475, 1.80544, 1.54972], [0.63008, -2.09512, -0.05320], [1.34239, -1.20171, -1.38498], [0.73014, 0.26770, 2.57271], [-0.80454, -0.92065, 1.42297], [-1.45860, -1.71749, -1.16772], [-0.82325, -0.33912, -2.12415]], "nbo_charge": [-0.37, -0.50, 0.04, -0.43, -0.39, -0.08, 0.26, 0.26, 0.22, 0.22, 0.24, 0.16, 0.18, 0.20]}

{"formula": "C3H10NO2", "method": "ωB97M-V/def2-TZVPD", "total_charge": 1, "lumo_ev": -3.26, "e_above_lowest_kcal_mol": 47.9, "symbols": ["O", "O", "N", "C", "C", "C", "H", "H", "H", "H", "H", "H", "H", "H", "H", "H"], "coordinates": [[-1.83109, -0.20405, 0.97937], [-1.68044, 0.73095, -1.12671], [0.29895, -0.46818, -0.00419], [-1.11972, 0.46888, 0.03732], [1.04473, 0.07235, 1.18199], [1.17878, -0.25425, -1.16862], [-0.66596, 1.42807, 0.40241], [1.43613, 0.97636, 0.89931], [0.00330, -1.40210, 0.34319], [2.28674, -0.12182, -0.79218], [0.85904, 0.57985, -1.79618], [-2.78998, -0.25881, 0.74735], [0.26340, 0.17865, 2.05803], [-2.14336, -0.05862, -1.38992], [1.12730, -1.00021, -1.86299], [1.73218, -0.66706, 1.49183]], "nbo_charge": [-0.71, -0.63, -0.42, 0.57, -0.41, -0.44, 0.17, 0.22, 0.45, 0.24, 0.25, 0.52, 0.24, 0.49, 0.24, 0.23]}

{"formula": "C18H30AlF6N6OSSi", "method": "ωB97M-V/def2-TZVPD", "total_charge": 1, "lumo_ev": -2.20, "symbols": ["S", "Si", "Al", "F", "F", "F", "F", "F", "F", "O", "N", "N", "N", "N", "N", "N", "C", "C", "C", "C", "C", "C", "C", "C", "C", "C", "C", "C", "C", "C", "C", "C", "C", "C", "H", "H", "H", "H", "H", "H", "H", "H", "H", "H", "H", "H", "H", "H", "H", "H", "H", "H", "H", "H", "H", "H", "H", "H", "H", "H", "H", "H", "H", "H"], "coordinates": [[2.14991, 0.32789, 0.30423], [-0.26340, 1.70217, 2.58462], [-0.70253, 0.73318, -0.51173], [-1.55685, -0.98736, -0.54404], [-1.77563, 3.09741, -1.96208], [-4.20997, 2.97361, -0.89603], [-1.66544, 3.47624, 0.18692], [-3.55737, 1.63172, 0.67197], [-3.53120, 0.97737, -1.40066], [1.07087, 0.57691, -0.78732], [-0.75410, 1.11275, -4.63421], [-2.32803, -0.41136, -5.41911], [-0.78350, 0.51866, 1.36913], [-1.55782, 0.08921, -4.42830], [-1.60086, -0.35309, -3.21788], [-0.77183, 0.43206, -2.55046], [-1.73151, 2.42996, 3.50124], [-3.31509, 2.04615, -0.58220], [1.60171, -2.32742, -0.56296], [0.98169, 0.92332, 3.78789], [-1.84559, 2.47677, -0.72921], [-3.01657, -2.96300, 2.17386], [-2.68671, -2.58667, 0.87873], [-0.27231, 1.31789, -3.42653], [4.28595, -0.45012, -1.51503], [-2.58738, -2.17917, 3.23777], [-1.94440, -1.44901, 0.74691], [1.36306, -3.75939, -0.08797], [-1.84966, -1.02003, 3.04591], [-1.50078, -0.60214, 1.75484], [3.71426, 0.60249, -0.57572], [2.08007, -1.46530, 0.59642], [3.63529, -0.45535, -2.89731], [0.63722, 3.10273, 1.67073], [3.07243, -1.75360, 0.95100], [4.23776, -1.43944, -1.05830], [0.60347, 0.03090, 4.28950], [-2.31463, 1.68888, 4.04842], [-2.02299, -0.10914, -6.32946], [0.18754, 4.06267, 1.92596], [3.55712, 1.54714, -1.10128], [2.27976, -4.19119, 0.31595], [3.84752, 0.47688, -3.42207], [1.38344, -1.54739, 1.43514], [1.69273, 3.14866, 1.94113], [1.91982, 0.65854, 3.30139], [-2.84059, -2.46855, 4.24920], [4.04129, -1.27210, -3.49316], [0.56534, 3.00442, 0.58606], [0.59429, -3.79734, 0.68551], [2.33249, -2.33458, -1.36914], [0.67642, -1.91470, -0.96598], [-1.38046, 3.17649, 4.21717], [-3.00028, -3.14499, 0.00658], [-3.60458, -3.85157, 2.35001], [4.40000, 0.79564, 0.25399], [5.34617, -0.21537, -1.62805], [-2.40432, 2.92577, 2.79958], [1.03797, -4.38113, -0.92070], [0.43856, 2.08591, -3.18038], [-2.57882, -1.37841, -5.29823], [2.55302, -0.57332, -2.83310], [-1.54938, -0.42327, 3.89598], [1.21740, 1.65519, 4.56484]], "nbo_charge": [1.28, 1.82, 1.87, -0.38, -0.36, -0.29, -0.34, -0.31, -0.33, -1.08, -0.25, -0.60, -1.35, 0.21, -0.02, -0.45, -1.14, 0.90, -0.41, -1.13, 0.17, -0.24, -0.24, 0.19, -0.41, -0.19, 0.29, -0.60, -0.21, 0.11, -0.58, -0.59, -0.62, -1.12, 0.25, 0.21, 0.24, 0.24, 0.41, 0.26, 0.26, 0.21, 0.22, 0.26, 0.23, 0.22, 0.23, 0.23, 0.22, 0.22, 0.21, 0.22, 0.25, 0.24, 0.23, 0.25, 0.24, 0.26, 0.23, 0.24, 0.41, 0.21, 0.22, 0.25]}

{"formula": "C42H39BiF3N5O4", "method": "ωB97M-V/def2-TZVPD", "total_charge": 2, "lumo_ev": -6.52, "symbols": ["Bi", "F", "F", "F", "O", "O", "O", "O", "N", "N", "N", "N", "N", "C", "C", "C", "C", "C", "C", "C", "C", "C", "C", "C", "C", "C", "C", "C", "C", "C", "C", "C", "C", "C", "C", "C", "C", "C", "C", "C", "C", "C", "C", "C", "C", "C", "C", "C", "C", "C", "C", "C", "C", "C", "C", "H", "H", "H", "H", "H", "H", "H", "H", "H", "H", "H", "H", "H", "H", "H", "H", "H", "H", "H", "H", "H", "H", "H", "H", "H", "H", "H", "H", "H", "H", "H", "H", "H", "H", "H", "H", "H", "H", "H"], "coordinates": [[-0.17907, 0.53737, -0.45596], [4.49163, 4.93939, 3.36110], [3.70603, 3.60082, 4.87334], [5.41309, 3.00084, 3.67298], [0.12177, 0.49352, 4.25286], [1.84451, 2.67638, -1.75376], [-2.65305, 3.26546, -1.28867], [-4.51226, 1.04396, -0.84206], [-1.71414, 1.18951, 1.27890], [1.46360, 1.92073, 0.92948], [-0.42080, 2.60895, -1.36405], [0.24775, -0.37718, 2.18426], [-2.42355, 0.33025, -1.12567], [2.03914, 0.28251, -3.13789], [4.25251, 3.65817, 3.64734], [-0.37654, -4.55491, 2.23559], [-3.35699, 2.60494, 2.96292], [-3.06810, -1.79191, -2.25674], [2.04925, 3.64050, 2.47012], [3.29472, 3.05398, 2.64475], [-2.91698, 1.58170, 0.86853], [0.54652, -1.52887, -2.63189], [-3.13341, -0.27799, -2.26441], [0.47790, 4.56661, -2.42609], [1.22224, -1.16762, 2.95061], [0.54087, -5.40997, 2.82509], [-3.77279, 2.31264, 1.67125], [0.96526, -2.65847, 2.86896], [-1.49592, 3.46991, -1.59558], [-1.02547, 4.73583, -2.27786], [-0.26997, 0.45928, 2.98448], [-2.50561, -3.90357, -1.23874], [-2.16535, 2.06369, 3.43782], [0.76478, 3.21230, -1.82637], [-0.16990, 0.18608, -4.35187], [1.67384, -4.89121, 3.43976], [-2.49643, -2.51438, -1.21640], [2.99031, -0.24596, -2.26391], [0.80942, -0.33693, -3.32823], [1.48976, -2.10196, -1.78041], [-0.16558, -3.18107, 2.25366], [2.69372, -1.42991, -1.58613], [-1.38394, 1.33089, 2.56471], [-3.08883, -4.58018, -2.29742], [2.67398, 1.38566, 1.07449], [-3.64617, -2.47781, -3.32305], [1.08473, -0.59691, 4.39194], [-3.27261, 1.01892, -0.44785], [-3.65714, -3.86336, -3.34420], [3.62714, 1.92406, 1.92119], [1.16760, 3.04232, 1.59376], [1.22143, -3.42670, -1.11586], [4.31962, 0.43541, -2.09979], [1.88456, -3.52149, 3.46141], [-4.57961, 0.26518, -2.07779], [-3.10933, -5.66181, -2.30924], [2.21700, -0.96934, 2.54510], [4.87754, 0.39926, -3.03789], [-0.89026, -2.51067, 1.80630], [2.00144, -0.18599, 4.80471], [0.32857, 0.33585, -5.30960], [-1.26602, -4.96179, 1.76947], [-0.59228, 1.15274, -4.05667], [1.78191, 4.54322, 3.00314], [1.06218, 5.32009, -1.89794], [2.28546, 1.17655, -3.69972], [-4.91028, 0.92637, -2.87177], [0.37093, -6.47905, 2.81853], [3.44341, -1.87221, -0.93577], [4.60542, 1.47420, 2.01708], [0.31692, -3.39778, -0.50231], [-1.86181, 2.15863, 4.47171], [-4.11132, -4.38486, -4.17688], [2.88376, 0.49672, 0.48739], [2.39464, -5.55291, 3.90269], [4.17976, 1.48867, -1.85023], [0.19150, 3.47765, 1.40408], [-2.05943, -4.45553, -0.41951], [-1.31402, 5.58574, -1.65985], [0.66821, -1.32747, 5.07982], [-5.30250, -0.52798, -1.92484], [-0.98207, -0.52290, -4.51125], [-4.08449, -1.92164, -4.14807], [-2.04283, -1.99634, -0.37654], [1.07520, -4.20681, -1.86554], [4.92777, -0.04152, -1.33139], [-2.70359, 0.10475, -3.18808], [2.05236, -3.72550, -0.47855], [-3.98600, 3.19260, 3.61863], [0.81939, 4.57562, -3.46085], [2.76887, -3.11487, 3.94464], [-4.73509, 2.62289, 1.28818], [-1.54865, 4.84923, -3.22660], [-0.37976, -2.06321, -2.82500]], "lowdin_charge": [2.03, 0.18, 0.16, 0.17, 0.05, 0.04, 0.08, 0.09, 0.05, -0.07, -0.03, 0.07, -0.03, -0.04, -0.59, -0.07, 0.04, -0.21, 0.05, -0.07, -0.17, -0.11, -0.21, -0.06, -0.23, -0.06, 0.07, -0.20, -0.45, -0.06, -0.36, -0.07, 0.06, -0.50, -0.03, -0.05, -0.06, -0.27, -0.32, -0.30, -0.06, -0.02, -0.18, -0.05, -0.12, -0.03, -0.01, -0.37, -0.05, 0.05, -0.11, -0.02, -0.03, -0.03, 0.01, 0.12, 0.14, 0.10, 0.09, 0.14, 0.10, 0.10, 0.07, 0.14, 0.14, 0.13, 0.14, 0.11, 0.13, 0.14, 0.05, 0.14, 0.12, 0.10, 0.12, 0.08, 0.12, 0.09, 0.14, 0.14, 0.14, 0.08, 0.13, 0.08, 0.10, 0.08, 0.13, 0.09, 0.14, 0.14, 0.12, 0.15, 0.14, 0.11]}

Number 5 is which compound?
C18H30AlF6N6OSSi

What is the formula in the second record?
C41H31BrFeIN4P2SeTe